(1)
{"formula": "C12H18AsF7MnO9", "method": "the ωB97M-V functional and the def2-TZVPD basis", "multiplicity": 6, "s_squared": 8.75, "lumo_energy_ev": [-4.095, -4.228], "gap_ev": [7.06, 6.93], "species": ["Mn", "As", "F", "F", "F", "F", "F", "F", "F", "C", "C", "C", "O", "C", "O", "O", "H", "H", "H", "H", "H", "H", "C", "C", "C", "O", "C", "O", "O", "H", "H", "H", "H", "H", "H", "C", "C", "C", "O", "C", "O", "O", "H", "H", "H", "H", "H", "H"], "xyz": [[-3.149194, 0.736676, 0.175278], [-2.041917, 4.255767, 1.014161], [-1.116144, 3.728171, 2.342564], [-1.851751, 5.894555, 1.366642], [-3.001185, 4.535023, -0.378381], [-2.271808, 2.458598, 0.644360], [-3.481050, 4.094869, 1.944304], [-0.660662, 4.184751, 0.011219], [-1.571171, -0.156142, -0.006942], [1.872613, 1.998937, 1.907778], [1.186917, 1.092074, 2.902886], [0.631087, -0.224877, 2.334444], [1.033655, -1.193150, 3.293151], [1.931716, -0.658617, 4.157975], [2.422315, -1.242567, 5.060482], [2.166303, 0.640906, 3.855310], [2.280423, 2.862145, 2.430948], [1.190921, 2.389164, 1.146856], [2.669941, 1.467891, 1.382832], [0.430570, 1.675438, 3.432853], [1.050220, -0.396253, 1.343636], [-0.452235, -0.171434, 2.303260], [-1.893573, -3.312579, -1.737034], [-0.669242, -3.820657, -1.033782], [-0.441555, -3.329699, 0.399212], [0.075310, -4.461123, 1.070736], [-0.151204, -5.574301, 0.319815], [0.146944, -6.669458, 0.649996], [-0.765900, -5.237846, -0.839826], [-2.795259, -3.352827, -1.122719], [-2.081491, -3.883038, -2.643256], [-1.694307, -2.263219, -1.975132], [0.222497, -3.613791, -1.634772], [-1.390032, -3.038362, 0.865014], [0.233686, -2.479425, 0.443717], [1.635228, -0.130333, -1.750642], [0.583639, 0.544321, -2.579308], [0.626255, 2.091317, -2.402487], [0.418605, 2.584466, -3.715839], [0.630976, 1.590090, -4.617809], [0.609525, 1.741005, -5.788889], [0.846264, 0.416841, -3.980224], [1.514454, 0.235997, -0.727428], [2.623188, 0.083994, -2.146087], [1.470821, -1.206728, -1.668175], [-0.445538, 0.277635, -2.336240], [1.582358, 2.423538, -1.991240], [-0.161191, 2.412265, -1.723218]], "forces_ev_per_angstrom": [[1.029, 0.723, 0.189], [-0.217, 1.336, 0.165], [0.255, -0.276, 0.356], [0.024, 0.328, 0.093], [-0.261, -0.119, -0.274], [-0.488, -1.368, -0.355], [-0.140, -0.154, 0.099], [0.340, -0.241, -0.172], [-0.530, -0.347, -0.157], [-0.012, 0.040, -0.276], [0.300, 0.349, -0.302], [0.089, 1.045, 0.561], [-0.096, -0.220, -0.283], [-0.055, 0.448, -0.039], [0.192, -0.249, 0.114], [-0.322, -0.268, 0.009], [0.126, -0.031, -0.042], [-0.199, -0.099, 0.172], [0.087, 0.008, 0.153], [-0.060, -0.212, 0.122], [-0.008, -0.434, 0.048], [-0.065, -0.300, -0.213], [-0.006, 0.472, 0.046], [0.078, -0.214, 0.360], [-0.680, 0.364, -0.293], [0.261, -0.141, -0.145], [0.030, 0.266, 0.143], [-0.083, -0.188, -0.003], [0.189, -0.100, -0.021], [0.119, -0.152, 0.156], [0.091, 0.105, -0.117], [-0.190, -0.053, -0.222], [-0.045, -0.148, -0.073], [0.057, -0.028, 0.020], [0.195, -0.144, 0.147], [-0.699, -0.554, 0.459], [0.243, 1.817, -0.029], [0.066, -0.771, 0.364], [0.009, -0.008, 0.011], [-0.185, 0.243, 0.505], [0.083, -0.069, -0.347], [-0.209, -0.466, -0.021], [0.306, 0.174, -0.052], [0.089, 0.020, 0.109], [0.187, -0.040, -0.310], [0.081, -0.728, -0.227], [0.065, 0.111, -0.250], [-0.041, 0.277, -0.180]]}

=====

(2)
{"formula": "C4H6N2O", "method": "the ωB97M-V functional and the def2-TZVPD basis", "e_above_lowest_kcal_mol": 34.9, "lumo_energy_ev": 0.828, "gap_ev": 8.11, "smiles": "Nc1[nH]ccc1O", "species": ["N", "C", "N", "C", "C", "C", "O", "H", "H", "H", "H", "H", "H"], "xyz": [[1.926802, 0.626680, -0.160118], [0.560867, 0.360183, -0.116271], [-0.475943, 1.237449, -0.002290], [-1.684217, 0.553689, -0.095537], [-1.399013, -0.774784, -0.261078], [0.017148, -0.880228, -0.289529], [0.799771, -1.996915, -0.039082], [2.443355, -0.246380, -0.097951], [2.294476, 1.352577, 0.433699], [-0.380251, 2.236854, 0.063258], [-2.636374, 1.067576, -0.032048], [-2.091634, -1.604129, -0.319592], [0.625019, -1.932577, 0.916533]], "forces_ev_per_angstrom": [[0.000, 0.220, -0.054], [-0.206, -0.141, -0.397], [0.018, 0.430, -0.159], [-0.036, -0.008, -0.015], [-0.043, 0.009, 0.003], [-0.272, 0.630, -0.014], [-0.482, -0.109, 0.715], [-0.049, 0.327, 0.026], [-0.085, -0.098, 0.169], [-0.069, -0.109, -0.097], [0.332, -0.057, -0.034], [0.015, 0.223, -0.020], [0.877, -1.318, -0.124]]}

=====

(3)
{"formula": "C16H24BBr12O10V", "method": "the ωB97M-V functional and the def2-TZVPD basis", "lumo_energy_ev": -5.002, "gap_ev": 4.22, "species": ["O", "V", "O", "O", "C", "O", "B", "O", "C", "O", "O", "C", "O", "C", "O", "O", "Br", "C", "C", "Br", "H", "H", "H", "H", "Br", "C", "C", "Br", "H", "H", "H", "H", "Br", "C", "C", "Br", "H", "H", "H", "H", "Br", "C", "C", "Br", "H", "H", "H", "H", "Br", "C", "C", "Br", "H", "H", "H", "H", "Br", "C", "C", "Br", "H", "H", "H", "H"], "xyz": [[-7.012874, 1.215369, -0.411247], [-6.459614, 2.666949, -0.135287], [-6.830784, 3.073319, 1.378943], [2.270286, 0.238139, -0.118477], [1.107126, 0.223319, -0.567617], [0.004776, 0.105669, 0.136473], [-1.178254, 0.389719, -0.719027], [-0.607244, 0.752189, -2.072437], [0.677566, 0.572749, -2.004387], [1.374886, 0.745359, -2.955257], [-2.091594, 1.455189, -0.261037], [-3.364774, 1.012239, -0.163417], [-4.416484, 1.625019, 0.182783], [-3.284574, -0.415921, -0.666507], [-2.063034, -0.810561, -0.778407], [-4.248824, -1.053351, -0.934757], [-7.487254, -0.127941, -4.205157], [-6.365804, -1.520971, -3.418867], [-7.112204, -2.068161, -2.207897], [-8.684704, -3.013811, -3.013087], [-5.445514, -0.979441, -3.199977], [-6.044644, -2.267821, -4.144927], [-7.395924, -1.194101, -1.621697], [-6.536524, -2.761241, -1.594437], [-1.345274, 0.001299, 4.235153], [-0.066154, 1.295419, 3.448253], [1.282696, 0.627349, 3.378193], [2.658196, 1.986139, 3.229683], [-0.070514, 2.079449, 4.205473], [-0.424804, 1.646219, 2.480573], [1.209356, -0.013181, 2.499313], [1.448166, 0.107729, 4.321963], [4.755386, -2.388291, -0.841937], [3.881226, -2.023581, 0.949973], [4.248886, -2.984811, 2.068043], [3.123906, -2.710301, 3.724163], [2.816636, -2.111461, 0.733133], [4.154806, -1.000581, 1.208273], [5.313756, -2.929721, 2.294153], [4.060816, -3.969011, 1.639003], [7.420646, -0.434121, -2.473447], [6.918886, 1.365089, -1.692337], [5.402726, 1.488269, -1.740017], [4.890916, 1.776059, -3.685757], [7.486816, 2.185589, -2.130887], [7.252956, 1.317729, -0.655867], [5.053056, 2.374939, -1.211197], [4.859536, 0.591199, -1.442857], [2.551356, 3.954809, -1.719717], [2.811806, 4.054929, 0.175433], [4.005526, 4.866329, 0.418223], [4.236316, 5.217999, 2.320583], [2.861746, 3.026819, 0.534023], [1.906816, 4.378019, 0.689933], [3.868386, 5.847059, -0.037267], [4.945256, 4.401879, 0.119423], [-3.601414, -5.076011, 2.650143], [-3.507974, -3.866551, 1.098993], [-2.238054, -4.079721, 0.186643], [-0.542814, -3.490351, 1.041103], [-3.513764, -2.845991, 1.481763], [-4.505674, -3.927011, 0.664203], [-2.239004, -3.444881, -0.699397], [-2.175134, -5.156661, 0.030593]], "forces_ev_per_angstrom": [[-0.024, 2.503, 0.409], [0.925, -3.062, 3.288], [0.482, -0.861, -3.428], [-3.640, -0.311, -1.346], [3.501, 0.967, 0.832], [-1.250, 0.286, 0.323], [1.295, -0.923, -1.071], [-2.598, -0.502, 2.390], [1.748, 0.286, -1.461], [0.884, -0.275, 0.206], [-3.222, 0.817, 1.201], [1.219, 1.776, -0.122], [1.893, 0.099, -1.083], [-0.728, -0.743, 0.203], [0.967, 0.703, -0.148], [-1.500, -0.691, -0.187], [0.229, 0.030, -0.357], [0.725, 0.211, 0.226], [0.071, 0.207, -1.121], [0.542, 0.205, 1.015], [-0.165, -0.089, 0.613], [-0.699, 0.022, -0.160], [-0.527, -0.461, 0.155], [-0.116, -0.064, -0.299], [0.077, 0.167, -0.557], [-0.220, 0.344, 0.997], [-0.915, -0.090, 0.059], [-0.048, -0.186, -0.208], [-0.034, 0.135, -0.365], [-0.086, -0.126, 0.205], [0.921, -0.181, 0.194], [0.281, -0.158, -0.418], [-0.413, -0.026, 1.458], [-0.264, 0.386, 0.066], [0.172, -0.403, -1.032], [0.865, -0.137, -1.338], [0.214, 0.254, -0.014], [-0.201, -0.086, -0.286], [-0.262, 0.143, 0.507], [-0.212, -0.247, 0.759], [0.124, 1.349, 0.328], [-0.300, -1.092, 0.499], [0.342, 0.342, -1.579], [0.152, -0.093, 1.115], [-0.273, -0.350, -0.548], [-0.100, -0.278, 0.064], [-0.025, -0.088, -0.091], [0.176, 0.170, 0.058], [-0.335, -0.018, -0.437], [-1.217, -1.597, 0.608], [0.774, 1.029, 0.435], [-0.003, 0.001, 0.234], [0.585, -0.062, -0.192], [0.073, 0.721, -0.369], [0.345, -0.115, -0.003], [-0.268, 0.085, -0.236], [0.249, 0.357, -0.523], [0.814, 0.929, 0.092], [-1.021, -0.061, 1.302], [-0.739, -0.329, 0.004], [0.350, -0.104, 0.347], [0.444, -0.575, -0.726], [-0.436, -0.427, -0.012], [0.399, 0.283, -0.472]]}

=====

(4)
{"formula": "C8H15N4", "method": "the ωB97M-V functional and the def2-TZVPD basis", "e_above_lowest_kcal_mol": 67.7, "lumo_energy_ev": [-4.734, -4.734], "charge": 1, "gap_ev": [7.51, 7.51], "smiles": "C=C/C(N)=[NH+]/C(C)=C(C)/N=N/C", "species": ["C", "C", "C", "N", "N", "C", "C", "C", "C", "N", "N", "C", "H", "H", "H", "H", "H", "H", "H", "H", "H", "H", "H", "H", "H", "H", "H"], "xyz": [[4.559721, -0.330679, 0.033859], [3.348998, -0.462425, -0.487704], [2.165005, 0.319265, -0.124651], [2.250787, 1.219603, 0.843143], [0.930141, -0.152258, -0.540239], [-0.387080, 0.206554, -0.220436], [-0.777518, 1.597250, -0.319819], [-1.202167, -0.805973, 0.057946], [-0.734181, -2.328022, 0.328119], [-2.582594, -0.776171, 0.013718], [-2.976813, 0.433076, 0.173410], [-4.355607, 0.679786, -0.113397], [5.396802, -0.854181, -0.291455], [4.765265, 0.362580, 0.891202], [3.095881, -1.379277, -0.926755], [3.101256, 1.731132, 0.835918], [1.535850, 1.671199, 1.342780], [0.990705, -1.083446, -0.871818], [-1.785239, 1.427160, -0.764381], [-0.201110, 2.165764, -1.005844], [-1.006657, 2.070898, 0.610139], [0.035873, -2.459418, 0.981677], [-0.373454, -2.824167, -0.634113], [-1.607812, -2.765690, 0.666480], [-4.605259, 1.667944, 0.239335], [-4.553337, 0.668311, -1.203217], [-5.027450, 0.001194, 0.486100]], "forces_ev_per_angstrom": [[-0.791, 2.225, 1.776], [-0.352, 0.380, 0.606], [-3.216, -1.457, 1.316], [1.103, 0.141, -1.389], [3.543, 0.609, 0.825], [0.737, 0.380, 0.693], [-1.207, -0.250, -1.226], [1.070, -4.195, 0.892], [-0.332, 2.685, -4.321], [-1.057, 3.349, 0.054], [-0.138, -2.320, 0.285], [-1.561, -0.495, 0.466], [1.054, -1.350, -0.408], [-0.132, -0.277, -1.190], [-0.057, -0.857, -1.729], [0.860, 0.338, 0.424], [-1.493, 0.305, 0.166], [0.193, -0.883, -0.733], [0.416, 1.017, 0.036], [0.907, 0.636, -0.321], [-0.009, 0.442, 0.517], [2.048, 0.091, 2.141], [-0.798, 0.489, 0.966], [-1.524, -1.296, 0.562], [0.110, 0.448, 0.030], [0.004, -0.400, 0.570], [0.623, 0.244, -1.008]]}

=====

What are the M values for these records? In order: 569.11 98.10 1396.96 167.24 Da.